Entry 1:
C47H43GeMnN11O13S as an isolated structure, computed with ωB97M-V/def2-TZVPD.

```
117
Properties=species:S:1:pos:R:3:forces:R:3
Mn 1.313 0.210 -0.822 -0.1 0.3 0.6
O 3.878 -0.384 2.202 0.0 0.0 0.0
C 3.254 0.061 1.243 0.0 0.0 0.1
O 2.962 -0.575 0.173 0.0 0.0 -0.2
C 2.710 1.539 1.261 0.2 -0.1 0.2
O 3.118 2.352 2.079 -0.1 0.0 0.0
O 1.834 1.767 0.347 -0.1 -0.2 0.3
N -2.567 -3.903 -2.053 0.1 0.0 0.0
N -1.723 -2.842 -2.377 0.0 0.0 -0.1
N -1.216 -2.659 -3.580 0.0 0.0 0.0
C -0.511 -1.552 -3.386 -0.1 -0.1 0.0
N -0.619 -1.098 -2.126 -0.1 -0.1 0.0
N -1.391 -1.934 -1.496 0.0 0.1 0.0
H -1.974 -4.717 -1.912 0.0 0.0 0.0
H -2.946 -3.653 -1.140 0.0 0.0 0.0
H 0.104 -1.071 -4.127 0.0 0.0 0.0
C 3.733 -4.896 -0.590 0.1 0.0 0.0
N 3.402 -3.648 -1.215 -0.1 0.0 -0.1
C 3.906 -3.255 -2.508 0.0 0.0 0.0
C 2.930 -2.130 -2.893 0.2 0.1 0.2
O 2.986 -1.532 -3.952 -0.1 -0.1 0.0
N 2.064 -1.944 -1.859 -0.5 -0.1 -0.4
C 2.313 -2.881 -0.951 0.2 0.1 0.0
N 1.518 -3.097 0.099 0.0 -0.2 -0.1
H 3.708 -5.713 -1.319 0.0 0.0 0.0
H 3.012 -5.126 0.192 0.0 0.0 0.0
H 4.728 -4.866 -0.138 0.0 0.0 0.0
H 3.860 -4.072 -3.235 0.0 0.0 0.0
H 4.926 -2.866 -2.467 0.0 0.0 0.0
H 0.846 -2.337 0.269 0.0 0.1 0.1
H 1.947 -3.448 0.938 0.0 0.0 0.0
O -0.557 -1.821 2.385 0.1 -0.1 0.2
C -0.141 -0.766 1.844 -0.2 0.2 0.0
O 0.222 -0.710 0.647 0.1 -0.3 -0.1
C -0.139 0.495 2.689 0.1 0.0 0.0
C -1.272 0.492 3.709 -0.1 0.0 0.1
Ge -2.005 -1.274 4.188 0.0 0.1 -0.1
C -0.943 -2.607 5.155 0.0 0.0 -0.1
C -0.936 -3.938 4.745 0.0 0.0 0.0
C -0.196 -4.894 5.426 0.0 0.0 0.0
C 0.570 -4.530 6.526 0.0 0.0 0.0
C 0.587 -3.206 6.938 0.0 0.0 0.0
C -0.170 -2.259 6.260 0.0 0.1 0.0
C -3.323 -0.718 5.626 0.0 0.0 0.0
C -4.296 0.234 5.309 0.0 0.0 0.0
C -5.247 0.650 6.228 0.0 0.0 0.0
C -5.254 0.113 7.510 0.0 0.0 0.0
C -4.305 -0.838 7.850 0.0 0.0 0.0
C -3.355 -1.243 6.917 0.0 0.0 0.0
C -3.312 -2.058 2.937 0.0 0.0 0.0
C -4.260 -2.966 3.405 0.0 0.0 0.1
C -5.220 -3.511 2.563 0.0 0.0 0.0
C -5.266 -3.129 1.229 0.0 0.0 0.0
C -4.338 -2.215 0.746 0.0 0.0 0.0
C -3.363 -1.698 1.590 0.0 0.0 0.0
H -0.155 1.366 2.033 0.0 0.0 0.0
H 0.835 0.525 3.187 0.0 0.0 0.0
H -2.128 1.061 3.332 0.0 0.0 0.0
H -0.986 0.985 4.641 0.0 0.0 0.0
H -1.500 -4.225 3.865 0.0 0.0 0.0
H -0.202 -5.923 5.087 0.0 0.0 0.0
H 1.161 -5.272 7.050 0.0 0.0 0.0
H 1.198 -2.907 7.782 0.0 0.0 0.0
H -0.142 -1.227 6.596 0.0 0.0 0.0
H -4.324 0.656 4.308 0.0 0.0 0.0
H -5.986 1.390 5.946 0.0 0.0 0.0
H -5.995 0.433 8.233 0.0 0.0 0.0
H -4.301 -1.269 8.845 0.0 0.0 0.0
H -2.628 -1.994 7.207 0.0 0.0 0.0
H -4.257 -3.249 4.454 0.0 0.0 0.0
H -5.940 -4.223 2.950 0.0 0.0 0.0
H -6.022 -3.539 0.569 0.0 0.0 0.0
H -4.360 -1.908 -0.294 0.0 0.0 0.0
H -2.622 -1.028 1.173 0.0 0.0 0.0
N -0.310 1.617 -1.419 -0.1 -0.4 -0.1
S -0.725 3.026 -0.918 0.1 0.1 0.1
C -2.146 3.542 -1.908 0.0 0.0 0.0
C -2.154 3.298 -3.277 0.0 0.0 0.1
C -3.265 3.655 -4.021 0.0 0.0 0.0
C -4.363 4.246 -3.402 0.0 0.0 0.0
C -4.352 4.477 -2.037 0.0 0.0 0.0
C -3.238 4.120 -1.284 0.0 0.0 0.0
C 0.435 4.281 -1.539 0.0 0.0 0.0
C 0.050 5.518 -2.036 0.0 0.0 0.0
C 1.019 6.414 -2.465 0.0 0.0 0.0
C 2.363 6.072 -2.395 0.0 0.0 0.0
C 2.736 4.839 -1.879 0.0 0.1 0.0
C 1.777 3.938 -1.442 0.1 0.1 -0.2
H -0.151 1.585 -2.431 -0.1 0.0 0.0
H -1.298 2.826 -3.746 0.0 0.0 0.0
H -3.279 3.467 -5.087 0.0 0.0 0.0
H -5.232 4.516 -3.989 0.0 0.0 0.0
H -5.211 4.925 -1.552 0.0 0.0 0.0
H -3.218 4.282 -0.213 0.0 0.0 0.0
H -0.997 5.785 -2.107 0.0 0.0 0.0
H 0.721 7.375 -2.866 0.0 0.0 0.0
H 3.117 6.768 -2.739 0.0 0.0 0.0
H 3.783 4.573 -1.803 0.0 0.0 0.0
H 2.051 2.986 -1.001 0.0 0.1 -0.1
O 0.817 1.363 -4.004 -0.1 0.0 -0.2
C 1.970 1.272 -3.542 0.1 -0.1 0.1
O 2.330 0.932 -2.393 0.4 0.3 -0.3
C 3.114 1.627 -4.485 0.0 0.0 0.0
C 2.836 1.968 -5.801 0.1 0.0 0.1
C 3.885 2.277 -6.651 0.0 0.0 -0.1
C 5.208 2.267 -6.251 -0.2 0.0 0.1
C 5.439 1.924 -4.932 0.1 0.0 0.1
C 4.430 1.599 -4.040 -0.1 0.0 -0.1
N 6.842 1.900 -4.474 0.0 -0.1 0.0
O 7.709 2.183 -5.284 0.0 0.0 0.0
O 7.061 1.590 -3.324 0.0 0.0 0.0
N 3.594 2.636 -8.049 0.0 -0.1 -0.1
O 2.434 2.656 -8.406 0.0 0.0 0.0
O 4.535 2.888 -8.782 0.0 0.0 0.0
H 1.807 1.984 -6.129 0.0 0.0 0.0
H 6.012 2.510 -6.924 0.0 0.0 0.0
H 4.634 1.316 -3.017 0.0 0.0 0.0
```
Positions in Å, forces in eV/Å.

Multiplicity ... 2
Frontier orbital gap (alpha / beta) ... 5.37 / 4.88 eV
⟨S²⟩ ... 1.057
Total charge ... -2

=====

Entry 2:
C7H8N4 in the gas phase, computed with ωB97M-V/def2-TZVPD.

```
19
Properties=species:S:1:pos:R:3:forces:R:3
C -0.921 -2.140 1.489 -0.7 0.3 1.8
C -1.348 -1.478 2.631 0.0 -1.5 -0.8
C -0.981 0.529 1.740 0.1 2.1 -0.8
C -0.384 0.023 0.560 -1.5 -2.3 0.6
C -0.268 -1.421 0.440 -0.5 0.5 1.4
C -0.217 0.864 -0.508 0.6 2.2 -2.8
C 1.834 1.888 -2.591 0.2 3.5 1.0
N -1.367 -0.146 2.761 -0.3 -0.2 0.9
N 0.023 0.692 -1.793 1.8 -1.3 0.7
N 0.457 -1.895 -0.488 0.8 2.4 -1.7
N 0.657 1.081 -2.813 -1.2 0.0 0.8
H -1.158 -3.182 1.430 0.4 -0.6 -0.2
H -1.805 -1.990 3.473 0.2 -0.3 -0.2
H -1.267 1.593 1.835 0.7 -0.3 -0.5
H -0.401 1.852 -0.186 0.1 1.8 0.0
H 2.732 1.395 -2.259 0.1 -1.0 0.3
H 2.195 2.484 -3.480 -1.0 -0.8 0.6
H 1.608 2.694 -1.752 0.4 -1.4 -1.6
H 0.610 -2.842 -0.488 0.1 -3.0 0.3
```
Positions in Å, forces in eV/Å.

Multiplicity ... 3
Frontier orbital gap (alpha / beta) ... 6.97 / 6.19 eV
⟨S²⟩ ... 2.107
Total charge ... 0

=====

Entry 3:
An isolated ion of composition C9H13FN and charge +1, computed with ωB97M-V/def2-TZVPD.

```
24
Properties=species:S:1:pos:R:3:forces:R:3
C -1.482 0.881 1.293 0.6 1.0 2.3
N -1.614 0.294 -0.081 3.1 -1.0 0.5
C -2.768 -0.542 0.077 0.2 -2.9 -1.6
C -1.732 1.254 -1.208 4.0 -0.3 -1.2
C -0.424 -0.512 -0.255 -0.4 -0.2 -0.7
C 0.534 -1.221 -0.467 -1.0 1.9 0.8
C 1.744 -1.918 -0.488 -0.1 -2.4 -1.0
C 2.971 -1.497 -0.124 -2.0 -1.3 -0.3
C 3.454 -0.312 0.413 -2.3 3.7 -1.3
C 2.861 0.860 0.001 3.9 -1.0 3.0
F 3.349 1.994 0.527 0.0 0.3 0.3
H -0.578 1.469 1.612 -0.6 -0.4 -1.5
H -2.354 1.499 1.280 -0.4 0.7 0.9
H -1.521 0.131 2.156 -0.3 0.5 -1.8
H -3.528 -0.029 0.486 -2.6 2.2 1.3
H -3.139 -1.013 -0.823 0.4 0.1 -0.5
H -2.500 -1.287 0.775 0.2 -1.0 0.6
H -0.743 1.813 -1.226 -1.4 -0.3 0.1
H -1.725 0.699 -2.158 -0.2 -0.2 0.5
H -2.549 1.881 -1.194 -1.9 1.3 0.7
H 1.583 -3.009 -0.809 0.7 1.7 0.4
H 3.659 -2.253 -0.141 1.8 -2.0 -0.2
H 4.252 -0.345 1.118 0.4 0.3 0.3
H 2.249 1.162 -0.764 -1.8 -0.4 -1.9
```
Positions in Å, forces in eV/Å.

Multiplicity ... 1
Frontier orbital gap ... 8.70 eV
Total charge ... +1

=====

Entry 4:
C4H6CsF3O2 as an isolated structure, computed with ωB97M-V/def2-TZVPD.

```
16
Properties=species:S:1:pos:R:3:forces:R:3
Cs 1.888 1.098 2.716 0.3 -0.4 -0.9
C 1.203 -0.234 -0.967 2.7 1.2 0.3
O 0.486 0.365 0.130 -2.1 0.0 1.2
O 2.494 -0.095 -0.639 -1.2 -0.6 -0.3
C 0.761 -1.689 -1.169 1.0 -0.1 0.2
F 1.488 -2.242 -2.163 -0.4 0.0 0.1
F 0.978 -2.439 -0.066 -0.3 0.0 -0.1
F -0.540 -1.825 -1.507 -0.1 -0.1 0.0
C -0.865 0.814 -0.005 -0.5 -0.1 -0.1
C -1.497 0.923 1.374 0.4 0.6 0.2
H -1.796 -0.013 1.843 0.3 -0.2 -0.2
H -0.744 1.427 1.980 -0.2 0.0 0.5
H -2.361 1.588 1.397 -0.1 -0.1 -0.3
H -1.544 0.186 -0.587 0.5 -0.3 -0.4
H -0.873 1.809 -0.461 0.1 0.0 -0.1
H 0.923 0.325 -1.877 -0.3 -0.1 -0.3
```
Positions in Å, forces in eV/Å.

Multiplicity ... 1
Frontier orbital gap ... 6.06 eV
Total charge ... 0

=====

Entry 5:
C6H10N2 as an isolated structure, computed with ωB97M-V/def2-TZVPD.

```
18
Properties=species:S:1:pos:R:3:forces:R:3
C -2.244 -0.057 0.566 -0.1 0.8 0.4
C 0.299 -0.659 -0.101 1.4 3.8 -0.3
C -0.108 0.112 -1.216 -0.8 -1.9 -1.8
N 1.203 -1.751 -0.298 -0.4 0.3 0.4
C -1.148 -0.941 0.089 -0.6 -0.8 -1.1
C 0.763 0.747 0.565 0.9 -1.9 1.9
C 2.018 1.191 0.453 -0.4 -0.4 0.2
N -0.298 0.872 -2.173 -1.2 0.2 1.7
H 2.109 -1.451 -0.637 -0.1 0.0 0.1
H 1.290 -2.274 0.568 0.1 0.0 -0.1
H 0.020 1.837 -2.051 0.7 -0.6 -0.7
H -1.413 -1.978 -0.075 0.2 0.1 -0.5
H 0.082 1.136 1.311 0.1 0.1 0.0
H -1.973 0.597 1.401 -0.1 -0.1 0.1
H -2.633 0.624 -0.207 0.1 0.0 -0.1
H -3.127 -0.620 0.879 0.3 -0.2 0.1
H 2.701 0.790 -0.288 0.0 -0.2 0.1
H 2.458 1.825 1.215 -0.2 0.6 -0.4
```
Positions in Å, forces in eV/Å.

Multiplicity ... 1
Frontier orbital gap (alpha / beta) ... 6.34 / 6.35 eV
Total charge ... 0

=====

Entry 6:
C10H10ClNO3 in the gas phase, computed with ωB97M-V/def2-TZVPD.

```
25
Properties=species:S:1:pos:R:3:forces:R:3
C -1.395 -1.856 -0.397 0.9 -0.9 -0.7
C -2.661 -1.429 -0.441 -0.7 -1.8 -0.4
C -1.861 0.678 0.509 -2.9 0.4 0.8
C -0.284 -1.138 0.065 1.3 -1.7 -0.8
C -0.589 0.161 0.539 0.4 4.8 0.6
C -2.907 -0.077 0.028 -0.5 0.0 0.2
C 1.053 -1.756 0.023 -1.1 0.7 1.7
C 1.131 1.983 -0.133 0.1 -0.6 0.8
C 1.930 -1.364 1.242 0.8 -3.7 -2.6
C 1.020 1.668 -1.586 0.2 0.0 -0.3
N 0.414 1.143 0.765 0.1 -2.5 1.3
O 0.072 2.493 0.663 -0.8 1.1 -0.9
O 1.312 -2.617 -0.791 0.4 -0.6 -0.5
O 2.350 2.364 0.302 0.4 0.5 -3.4
Cl -4.540 0.441 0.145 0.0 0.1 0.0
H -1.119 -2.830 -0.721 -0.2 -0.8 -0.4
H -3.408 -2.230 -0.743 0.5 1.7 0.4
H -2.265 1.620 0.950 1.4 -0.5 -0.5
H 2.945 -1.777 0.949 -0.9 1.0 0.8
H 1.528 -1.996 2.046 0.2 0.7 0.2
H 1.784 -0.340 1.304 0.5 1.8 1.1
H 0.460 2.330 -2.207 -0.6 0.8 0.0
H 1.992 1.608 -2.034 0.7 0.0 0.0
H 0.587 0.690 -1.685 -0.3 -0.4 -0.1
H 2.450 2.232 1.206 0.0 -0.3 2.7
```
Positions in Å, forces in eV/Å.

Multiplicity ... 3
Frontier orbital gap (alpha / beta) ... 6.32 / 6.03 eV
⟨S²⟩ ... 2.045
Total charge ... 0

=====

Entry 7:
A 9-piece molecular cluster, C29H52O21S4 overall, computed with ωB97M-V/def2-TZVPD.

```
106
Properties=species:S:1:pos:R:3:forces:R:3
O 12.597 11.237 13.994 1.3 -0.3 0.8
S 13.558 10.797 15.021 0.3 -1.2 1.7
O 15.030 10.851 14.866 -2.3 0.2 -0.4
C 13.143 11.520 16.706 2.3 0.5 -0.7
C 12.769 10.391 17.685 -1.1 0.9 -0.5
C 12.188 9.280 16.824 0.2 0.1 -1.2
C 13.093 9.047 15.558 -0.1 0.7 0.5
H 12.598 12.454 16.574 -1.1 -0.8 0.0
H 14.111 11.964 16.937 0.3 -0.3 0.2
H 13.507 10.008 18.389 0.7 0.3 -0.6
H 12.010 10.787 18.360 -0.3 0.0 -0.2
H 11.269 9.648 16.369 -0.5 -0.1 0.5
H 12.003 8.418 17.465 0.0 -0.3 -0.6
H 12.579 8.615 14.699 -0.1 0.0 0.2
H 13.985 8.459 15.776 0.2 0.3 -0.1
O 7.045 18.846 15.064 0.0 1.2 0.8
S 7.989 19.960 14.982 -1.4 -1.8 -2.4
O 7.622 21.106 14.135 0.6 -0.9 1.9
C 8.681 20.389 16.654 -2.6 0.9 -0.4
C 10.100 20.053 16.630 1.6 0.3 -1.4
C 10.275 18.896 15.587 0.4 -0.3 0.3
C 9.432 19.153 14.306 2.1 1.3 0.5
H 8.152 19.912 17.479 -0.5 -0.3 -0.5
H 8.422 21.448 16.662 0.3 0.1 0.4
H 10.592 20.971 16.307 0.6 -0.2 -0.2
H 10.491 19.836 17.624 0.0 -0.3 -0.1
H 9.929 18.006 16.113 -0.2 -0.3 -0.3
H 11.321 18.702 15.352 0.0 0.1 0.0
H 9.365 18.368 13.553 -1.1 -0.8 1.0
H 9.943 19.829 13.621 0.2 1.0 0.6
O 10.320 13.964 17.261 1.7 0.2 0.9
S 11.368 14.362 18.214 -1.9 0.9 1.4
O 12.186 13.367 18.908 -0.3 0.6 -1.0
C 12.349 15.771 17.586 -0.8 -0.8 -0.4
C 12.056 17.024 18.455 -0.1 -1.0 0.6
C 11.648 16.477 19.850 0.8 -0.6 -0.4
C 10.602 15.394 19.521 0.0 0.5 -0.3
H 11.984 15.815 16.560 0.4 0.4 -0.1
H 13.358 15.360 17.616 0.1 0.6 0.0
H 12.949 17.649 18.461 -0.1 0.1 0.2
H 11.187 17.614 18.165 0.2 -0.1 -0.8
H 11.299 17.267 20.515 -0.2 -0.1 -0.1
H 12.545 16.036 20.283 -0.1 -0.1 0.4
H 9.790 15.934 19.033 -0.3 -0.3 -0.2
H 10.176 14.787 20.320 0.4 0.0 0.0
O 7.289 9.928 9.680 0.1 0.2 0.2
S 8.386 9.017 9.493 0.8 -1.5 -1.4
O 8.328 8.015 8.426 -0.3 0.8 1.1
C 9.969 9.899 9.290 -1.1 -0.3 -0.8
C 10.348 10.167 10.693 1.6 -0.3 1.8
C 10.184 8.792 11.480 -0.2 0.5 -0.4
C 8.839 8.222 11.102 -1.2 -0.1 -1.0
H 9.859 10.716 8.577 -0.4 0.3 0.5
H 10.653 9.229 8.768 0.0 -0.4 0.4
H 11.369 10.548 10.741 0.3 -0.4 0.1
H 9.817 10.970 11.204 -0.7 -0.2 -0.3
H 10.226 8.844 12.568 0.3 0.5 -0.1
H 10.887 8.023 11.157 0.6 0.5 -0.1
H 8.006 8.409 11.780 0.1 0.3 0.0
H 8.860 7.149 10.913 0.0 0.1 -0.1
O 14.622 15.347 15.574 0.6 0.1 0.7
C 14.639 16.114 14.679 -1.5 0.0 -2.4
O 15.192 15.860 13.442 0.0 0.2 0.3
C 14.674 16.800 12.509 -0.7 0.6 -1.3
C 14.092 17.896 13.354 0.3 0.5 -0.3
O 13.879 17.247 14.575 0.7 -0.3 1.9
H 15.405 17.179 11.795 0.5 -0.3 0.4
H 13.847 16.489 11.870 0.1 -1.3 0.2
H 13.118 18.271 13.040 0.2 0.0 -0.3
H 14.834 18.693 13.380 -0.2 0.4 0.8
O 6.573 11.152 17.085 2.5 1.0 -2.6
C 7.364 11.424 16.169 -1.0 -1.0 3.9
O 7.092 11.384 14.903 -2.5 0.4 -0.7
C 8.187 11.713 14.093 -0.1 -0.2 -0.4
C 9.247 12.031 15.141 2.3 0.0 -2.9
O 8.697 11.711 16.322 -2.3 -0.7 3.1
H 8.281 10.770 13.554 1.0 0.3 -0.5
H 7.961 12.538 13.418 0.0 -0.1 0.1
H 9.632 13.050 15.131 -0.2 0.0 -0.1
H 10.075 11.350 14.941 0.5 0.2 0.1
O 14.653 14.387 9.548 3.9 4.1 -2.1
C 15.560 15.175 9.092 -2.9 -4.4 1.6
O 16.623 14.756 8.398 0.3 -2.2 0.2
C 17.346 15.830 7.911 1.7 1.5 -0.9
C 16.936 16.966 8.807 -1.0 0.3 -1.0
O 15.665 16.466 9.222 -1.6 2.0 1.7
H 18.434 15.859 7.977 0.2 -1.5 0.3
H 17.173 15.922 6.838 -0.6 0.4 0.0
H 16.753 17.892 8.261 0.1 0.0 0.2
H 17.606 17.147 9.648 -0.2 -0.2 0.1
O 10.982 16.335 13.859 0.2 0.0 -1.1
C 11.118 15.570 12.928 -0.3 0.7 2.1
O 11.075 14.273 13.093 0.0 -1.4 0.2
C 11.323 13.638 11.857 0.2 -1.3 -1.5
C 11.190 14.734 10.795 0.3 0.2 1.4
O 11.348 15.874 11.677 -0.3 1.8 -1.6
H 12.314 13.187 11.799 0.0 0.0 0.5
H 10.570 12.871 11.675 0.1 0.0 0.3
H 10.186 14.698 10.373 0.2 0.5 -0.2
H 12.017 14.827 10.090 -0.3 -0.4 -0.1
C 6.767 14.024 11.575 -2.3 0.3 0.0
O 8.036 14.399 12.049 0.5 -0.3 -0.7
H 6.167 13.555 12.355 0.1 -0.1 0.3
H 6.145 14.855 11.243 0.3 0.6 0.2
H 6.625 13.374 10.712 1.5 -0.4 -0.1
H 8.000 15.328 12.291 -0.1 0.0 0.1
```
Positions in Å, forces in eV/Å.

Multiplicity ... 1
Frontier orbital gap ... 9.91 eV
Total charge ... 0

=====

Entry 8:
A 2-piece molecular cluster, C4H12 overall, computed with ωB97M-V/def2-TZVPD.

```
16
Properties=species:S:1:pos:R:3:forces:R:3
C 1.068 -2.864 0.746 1.0 0.3 -0.6
C 1.143 -1.425 0.239 -0.4 0.5 0.5
H 2.052 -3.218 1.073 -0.1 0.1 0.1
H 0.388 -2.931 1.580 -0.3 -0.3 0.1
H 0.794 -3.515 -0.087 -0.3 -0.1 0.3
H 1.393 -0.701 1.019 0.3 -0.2 0.1
H 0.155 -1.092 -0.070 -0.1 -0.1 -0.4
H 1.843 -1.260 -0.578 0.0 -0.2 -0.1
C -1.507 2.375 0.125 0.1 0.1 0.3
C -0.715 1.959 -1.098 -0.3 -0.1 -0.4
H -1.804 3.415 0.102 -0.2 0.3 -0.3
H -2.416 1.781 0.225 0.1 0.0 0.1
H -0.922 2.294 1.043 0.0 -0.3 0.0
H -0.477 0.904 -1.058 0.1 -0.3 0.0
H 0.215 2.500 -1.225 0.2 0.2 0.1
H -1.295 2.104 -2.015 0.0 0.1 0.1
```
Positions in Å, forces in eV/Å.

Multiplicity ... 1
Frontier orbital gap ... 12.78 eV
Total charge ... 0

=====

- What is the multiplicity in the fourth record?
  1

=====

- Number 1 is which compound?
  C47H43GeMnN11O13S